Record 1
Below is a 6-piece molecular cluster, H11O6 overall at a distorted geometry, with properties calculated with ωB97M-V with the def2-TZVPD basis set.

CARTESIAN COORDINATES (ANGSTROEM)
O (-2.37, -0.70, -1.89)
H (-2.14, -0.66, -2.83)
O (-0.72, -2.39, -0.64)
H (-0.63, -2.83, -1.49)
H (-1.42, -1.70, -0.88)
O (-1.32, 1.25, -0.63)
H (-0.46, 0.98, -0.17)
H (-1.66, 0.38, -1.29)
O (1.19, 0.35, 1.45)
H (0.44, -0.05, 1.88)
H (1.28, 1.19, 1.94)
O (-0.15, 3.66, 0.12)
H (-0.15, 2.72, 0.37)
H (0.79, 3.67, -0.28)
O (2.68, -2.25, 1.39)
H (1.86, -2.16, 0.88)
H (2.78, -1.47, 2.08)

Calculated values
- energy above the lowest of the compared OMol25 structures with the same formula, charge and spin (kcal/mol) = 47.7
- E_HOMO (eV) = -4.6
- electronic energy (Eh) = -458.04317
- net charge = -1
- LUMO (eV) = 3.05
- orbital gap (hartree) = 0.2808

---

Record 2
Below is a 7-piece molecular cluster, H12IO6 overall at a distorted geometry, with properties calculated with ωB97M-V with the def2-TZVPD basis set.

CARTESIAN COORDINATES (ANGSTROEM)
I (0.18, 0.11, -0.06)
O (2.72, 2.22, 1.83)
H (1.92, 1.61, 1.74)
H (2.95, 2.66, 1.05)
O (0.86, -3.33, 0.40)
H (0.67, -3.53, 1.34)
H (0.69, -2.31, 0.37)
O (1.35, -1.36, -3.52)
H (0.97, -1.00, -2.66)
H (2.20, -1.40, -3.79)
O (-3.00, -1.89, -0.59)
H (-2.25, -1.31, -0.84)
H (-3.34, -1.75, -1.45)
O (-1.45, 3.34, -1.05)
H (-1.03, 2.44, -1.20)
H (-0.90, 4.09, -1.29)
O (-1.04, 0.27, 3.37)
H (-0.45, 0.65, 3.92)
H (-1.04, 0.49, 2.43)

Calculated values
- energy above the lowest of the compared OMol25 structures with the same formula, charge and spin (kcal/mol) = 40.7
- E_HOMO (eV) = -5.3
- electronic energy (Eh) = -756.40502
- net charge = -1
- LUMO (eV) = 3.10
- orbital gap (hartree) = 0.3101

---

Record 3
Below is a 7-piece molecular cluster, H12IO6 overall at a distorted geometry, with properties calculated with ωB97M-V with the def2-TZVPD basis set.

CARTESIAN COORDINATES (ANGSTROEM)
I (0.25, -0.04, 0.93)
O (-0.68, 3.51, 1.19)
H (-0.45, 2.55, 1.40)
H (0.09, 3.92, 1.41)
O (-1.67, -2.91, 0.63)
H (-1.09, -3.37, 1.21)
H (-1.30, -1.92, 0.45)
O (3.69, 0.20, -0.43)
H (2.82, -0.04, -0.07)
H (3.83, 0.39, -1.28)
O (-3.16, 1.01, 2.00)
H (-3.64, 1.18, 1.16)
H (-2.35, 0.72, 1.41)
O (0.91, -2.87, -1.43)
H (0.55, -3.68, -0.98)
H (0.60, -2.09, -1.04)
O (0.31, 0.95, -2.47)
H (0.48, 0.67, -1.65)
H (0.82, 1.82, -2.44)

Calculated values
- energy above the lowest of the compared OMol25 structures with the same formula, charge and spin (kcal/mol) = 42.8
- E_HOMO (eV) = -5.5
- electronic energy (Eh) = -756.40166
- net charge = -1
- LUMO (eV) = 3.20
- orbital gap (hartree) = 0.3190

---

Record 4
Below is H12MgO6 as an isolated structure at a distorted geometry, with properties calculated with ωB97M-V with the def2-TZVPD basis set.

CARTESIAN COORDINATES (ANGSTROEM)
Mg (0.05, 0.07, 0.03)
O (2.02, 0.75, 0.84)
H (2.86, 0.86, 0.39)
H (2.28, 0.45, 1.73)
O (0.80, -0.97, -1.65)
H (1.07, -1.89, -1.45)
H (0.82, -1.02, -2.59)
O (-1.20, 0.73, 1.44)
H (-2.14, 0.91, 1.19)
H (-1.12, 0.79, 2.42)
O (-0.19, 2.04, -0.67)
H (-0.19, 2.72, -0.05)
H (-0.92, 2.24, -1.30)
O (-1.80, -0.53, -1.03)
H (-1.92, -1.35, -1.48)
H (-1.74, 0.03, -1.77)
O (0.47, -1.70, 1.06)
H (0.45, -2.65, 0.91)
H (0.40, -1.50, 1.98)

Calculated values
- energy above the lowest of the compared OMol25 structures with the same formula, charge and spin (kcal/mol) = 24.8
- E_HOMO (eV) = -20.4
- electronic energy (Eh) = -658.29036
- net charge = +2
- LUMO (eV) = -7.26
- orbital gap (hartree) = 0.4830

---

Record 5
Below is a 5-piece molecular cluster, H12NO4 overall, with properties calculated with ωB97M-V with the def2-TZVPD basis set.

CARTESIAN COORDINATES (ANGSTROEM)
N (1.00, -0.29, -0.41)
H (0.36, 0.56, -0.37)
H (1.15, -0.64, 0.55)
H (0.63, -1.08, -0.94)
H (1.90, 0.04, -0.77)
H (-2.98, 1.68, -1.24)
H (-3.55, 2.72, -0.30)
O (-2.81, 2.12, -0.40)
H (2.20, -0.15, 2.53)
H (1.06, -0.82, 3.24)
O (1.27, -0.39, 2.40)
H (0.81, -3.41, -2.07)
H (-0.42, -4.13, -1.46)
O (0.28, -3.50, -1.27)
H (0.34, 2.91, 0.34)
H (-1.11, 2.26, 0.06)
O (-0.14, 2.12, 0.12)

Calculated values
- energy above the lowest of the compared OMol25 structures with the same formula, charge and spin (kcal/mol) = 11.9
- E_HOMO (eV) = -15.2
- electronic energy (Eh) = -362.69880
- net charge = +1
- LUMO (eV) = -3.02
- orbital gap (hartree) = 0.4480

---

Record 6
Below is a 7-piece molecular cluster, H12NO9 overall at a distorted geometry, with properties calculated with ωB97M-V with the def2-TZVPD basis set.

CARTESIAN COORDINATES (ANGSTROEM)
N (-0.18, 0.43, -0.29)
O (0.11, 1.28, 0.58)
O (-0.68, -0.61, -0.01)
O (0.56, 0.42, -1.39)
O (-0.59, 0.31, 3.23)
H (-0.55, 1.24, 3.43)
H (-0.37, 0.48, 2.29)
O (-2.47, -0.69, -2.09)
H (-2.17, -1.59, -2.36)
H (-1.99, -0.56, -1.24)
O (-2.36, 2.71, 0.78)
H (-1.50, 2.27, 0.68)
H (-3.02, 2.06, 0.95)
O (2.56, -0.34, -3.09)
H (1.87, -0.18, -2.63)
H (3.27, -0.62, -2.37)
O (2.90, 0.89, 1.05)
H (3.19, 1.79, 0.70)
H (2.21, 0.66, 0.46)
O (-0.59, -3.39, 0.59)
H (0.17, -3.89, 0.51)
H (-0.38, -2.68, 0.21)

Calculated values
- energy above the lowest of the compared OMol25 structures with the same formula, charge and spin (kcal/mol) = 60.2
- E_HOMO (eV) = -6.5
- electronic energy (Eh) = -739.01871
- net charge = -1
- LUMO (eV) = 3.16
- orbital gap (hartree) = 0.3565